{
  "formula": "C20H19IN2NiO2S2",
  "method": "ωB97M-V/def2-TZVPD",
  "spin_multiplicity": 3,
  "gap_ev": [7.876, 7.735],
  "elements": ["Ni", "H", "C", "C", "H", "H", "C", "H", "C", "C", "H", "C", "H", "H", "H", "C", "I", "C", "C", "H", "C", "H", "C", "H", "C", "C", "H", "H", "C", "H", "S", "O", "C", "C", "N", "S", "H", "N", "C", "H", "C", "H", "C", "C", "H", "H", "O"],
  "positions_angstrom": [[1.2530, 0.1618, -0.1723], [3.0996, -2.5655, -3.4296], [-0.9844, -2.1996, 2.5838], [4.5392, -4.3517, -1.3456], [-1.3725, 4.2901, -2.6931], [3.6126, -4.9567, -1.0402], [-1.4259, 3.2931, -2.2651], [1.4049, -2.2081, -1.1703], [-0.6395, 0.5658, 2.1303], [-0.4730, 2.3517, -2.6596], [4.7482, -4.2734, -2.4273], [-2.3590, 3.0235, -1.2924], [-3.0922, 3.0894, 3.9353], [-3.1977, 0.7119, 4.4249], [2.4965, -4.2239, -2.9033], [0.1110, -0.3531, 1.3844], [1.1193, 2.6369, 0.8638], [-1.8076, -1.2906, 3.2015], [3.2775, -2.3115, -0.6774], [-3.2181, 1.4943, -0.0426], [-1.6229, 0.0924, 3.0395], [0.6205, -2.4352, 1.2216], [-2.4247, 1.1040, 3.7191], [-1.0603, 3.9388, 2.6202], [-2.3671, 2.4218, 3.4479], [-1.6546, 0.7236, -1.3008], [5.2129, -2.7380, -0.2132], [1.4172, -2.8374, -3.4462], [2.3403, -3.1028, -2.8352], [-3.2071, 5.1629, -2.1708], [0.6925, -0.1950, -2.3304], [-3.5172, 5.1895, -1.2666], [-0.5204, 1.9608, 1.9908], [-0.5769, 1.0309, -2.1492], [4.4234, -2.9903, -0.8325], [3.1627, -1.1050, 0.4975], [-1.6747, -0.2834, -0.8573], [2.2536, -2.6478, -1.4564], [-2.4470, 1.7260, -0.8089], [5.3644, -4.7973, -0.8341], [-1.3089, 2.9114, 2.5982], [-1.1400, -3.2602, 2.7502], [0.0328, -1.6732, 1.7082], [-3.2257, 4.0732, -0.6083], [0.3512, 2.5897, -3.3202], [-2.6135, -1.6420, 3.8860], [-3.6023, 3.8981, 0.5456]],
  "atomic_forces_ev_per_a": [[0.0284, -0.1004, 0.4709], [0.2038, -0.3145, 0.6546], [0.3681, 1.3401, -0.2308], [-1.4778, 0.0319, -0.0483], [0.1869, 0.0365, 0.0490], [1.2515, 0.8264, -0.9068], [0.8432, 0.4699, -0.7171], [-0.6871, 0.3077, -0.1990], [-0.9729, -0.5123, 0.2119], [-0.5953, -1.1280, 0.3906], [-0.3575, -0.7417, 0.4824], [-0.7819, 0.2628, 0.6145], [0.6112, -0.1300, -0.3321], [0.6612, 0.4383, -0.6260], [-0.1788, 1.4101, -0.0603], [1.2406, 0.0079, -0.5502], [0.0923, 0.2890, -0.0440], [-0.6742, -0.7702, 1.0037], [0.6300, -0.2600, -0.0514], [0.7191, 0.2570, -0.5347], [-0.2756, 1.7463, 0.2870], [0.3883, 0.0618, -0.2803], [-0.9805, -2.3152, 0.1573], [0.0096, 0.8951, -0.4913], [0.5528, 0.7446, -0.0707], [0.9828, -0.4848, 0.4273], [-1.1588, 0.2191, -0.6212], [0.7564, -0.3950, 1.4169], [-0.7067, -0.8488, -1.6100], [0.1793, -0.1514, -0.3857], [0.0484, 0.2398, -0.4097], [-0.3479, 0.5882, 0.1964], [-0.1837, 1.4812, 0.3842], [-0.0295, 0.7156, 0.0811], [1.3483, 0.0213, 0.9811], [-0.0636, 0.2916, -0.0034], [-0.2676, 0.5072, -0.3643], [-0.0541, -0.3308, -0.4519], [-1.5273, -0.3288, 0.7842], [0.6198, -0.3544, 0.1227], [-0.2201, -2.0462, 0.6385], [0.2288, 0.0694, -0.1130], [-1.5858, -1.4862, 0.4994], [0.3186, -1.6209, 1.7775], [-0.1251, 0.1345, 0.0002], [0.6431, 0.3330, -0.5903], [0.3390, 0.5933, -1.9391]]
}



{
  "formula": "C20H19N2",
  "method": "ωB97M-V/def2-TZVPD",
  "charge": 1,
  "gap_ev": 7.285,
  "relative_energy_kj_mol": 0.0,
  "elements": ["H", "H", "H", "H", "C", "H", "C", "N", "H", "H", "C", "C", "C", "H", "C", "H", "C", "C", "H", "C", "H", "H", "N", "C", "H", "C", "H", "C", "C", "H", "C", "C", "H", "C", "C", "C", "H", "H", "C", "H", "C"],
  "positions_angstrom": [[2.4353, 1.4098, -1.2959], [0.0089, 3.9060, -0.2879], [-0.0322, 0.7447, 4.5843], [0.9444, -4.3686, -1.5262], [2.4569, -2.4816, -1.5234], [-0.9116, 2.1483, 5.2070], [1.2274, -0.3696, -1.2722], [0.0140, -2.4714, -1.4281], [0.0277, 1.3912, -1.0262], [-4.5462, -2.3329, -1.6349], [0.0013, 3.5042, 0.7273], [-0.0116, 1.6442, 2.0874], [-3.6230, -0.3726, -1.4803], [-4.5702, 0.1632, -1.5409], [1.2260, -1.8087, -1.4014], [-0.0037, 5.4470, 1.6599], [-1.1927, -0.3564, -1.2675], [3.6562, -1.7724, -1.5549], [-0.5478, -4.2369, -2.4713], [-0.0161, 3.8285, 3.1114], [4.5934, -2.3196, -1.6440], [0.8465, 2.1436, 5.2184], [-0.0002, 2.1690, 0.8597], [-0.0191, 2.4424, 3.2539], [-0.6130, -4.3468, -0.6926], [-3.6118, -1.7805, -1.5450], [-0.0216, 4.4648, 4.0003], [3.6588, -0.3666, -1.4868], [2.4647, 0.3200, -1.3455], [-2.4168, -3.5684, -1.5811], [-2.4353, 0.3263, -1.3402], [-0.0513, -3.9319, -1.5395], [2.5034, -3.5677, -1.6055], [-2.4078, -2.4792, -1.5085], [0.0207, 0.3139, -1.1070], [-1.1889, -1.7923, -1.3934], [-2.4151, 1.4163, -1.2920], [4.6008, 0.1782, -1.5460], [-0.0062, 4.3724, 1.8311], [-0.0144, 0.5528, 2.1684], [-0.0296, 1.8373, 4.6290]],
  "atomic_forces_ev_per_a": [[0.1005, -0.3174, 0.0621], [0.0009, -0.1288, 0.2061], [0.0003, 0.1298, 0.0085], [-0.3500, 0.1317, 0.0161], [0.9223, -0.0444, -0.0452], [0.1676, -0.0524, -0.2470], [0.0914, -0.8376, 0.1999], [-0.0848, 0.3033, 0.0524], [0.0029, -0.2866, -0.0433], [0.2436, 0.1477, 0.0110], [-0.0009, -0.0090, 0.8258], [0.0039, 0.9738, 0.6090], [0.4466, 0.6214, 0.0500], [0.2885, -0.1328, 0.0245], [-0.3911, 0.4741, 0.0276], [-0.0021, -0.2256, 0.1097], [-0.1482, -0.8713, 0.1868], [-1.0171, -0.3561, 0.0429], [0.1926, 0.2201, 0.2307], [0.0039, -0.0375, -0.4302], [-0.2399, 0.1378, 0.0020], [-0.1648, -0.0513, -0.2500], [-0.0203, 0.5861, 0.5023], [0.0002, -0.4169, -0.2154], [0.1814, 0.1656, -0.1950], [0.9300, -0.2852, 0.0506], [0.0021, -0.1673, -0.3208], [-0.4729, 0.7018, 0.0601], [0.7148, -0.2330, 0.0353], [-0.1258, 0.5146, 0.0234], [-0.6085, -0.2598, 0.0448], [-0.0135, -0.4876, 0.0329], [0.0707, 0.5203, 0.0267], [-0.8788, -0.1854, -0.0556], [0.0185, -0.1786, -1.5921], [0.5180, 0.5806, 0.0340], [-0.0988, -0.3165, 0.0624], [-0.2846, -0.1405, 0.0251], [0.0024, -0.2612, -0.4660], [0.0032, 0.2985, -0.0376], [-0.0043, -0.2240, 0.3355]]
}



{
  "formula": "C20H19N4O2Ru",
  "method": "ωB97M-V/def2-TZVPD",
  "spin_multiplicity": 6,
  "charge": 2,
  "gap_ev": [6.694, 5.873],
  "relative_energy_kj_mol": 11.5,
  "elements": ["H", "H", "C", "H", "H", "H", "C", "H", "H", "C", "H", "N", "H", "C", "H", "O", "C", "C", "C", "C", "H", "H", "O", "H", "C", "C", "H", "C", "C", "N", "H", "Ru", "H", "H", "C", "N", "C", "C", "C", "N", "C", "H", "C", "C", "H", "C"],
  "positions_angstrom": [[-4.1760, -1.4583, -1.3971], [-2.9852, -0.2268, 3.0831], [0.0857, 0.1071, -3.8959], [-1.7996, -1.9844, -5.7499], [-3.4689, -1.7370, 0.1987], [3.0224, -3.2319, 0.9646], [-1.3405, 1.1641, 2.9066], [-1.9985, 1.9756, 6.6093], [0.2415, 2.6278, 3.0266], [-0.5469, 2.1234, 3.5676], [1.8097, 3.0364, -1.5471], [-0.4793, -0.0550, -2.6870], [-3.3968, 0.2966, 5.4637], [3.1667, 0.2744, -0.5212], [3.6089, 2.3609, -0.4065], [1.8499, 2.0733, -1.4802], [-1.4363, -1.4474, -4.8836], [-0.7883, 2.4097, 4.8894], [-2.6048, 0.7976, 4.9241], [-1.8142, 1.7471, 5.5674], [0.1197, -0.3919, -5.9648], [-2.8629, -2.3099, -3.5396], [-0.1031, 1.4598, 0.8843], [0.9119, 0.8032, -3.9528], [-2.0943, -1.0281, -1.2595], [-3.2882, -1.8153, -0.8688], [3.8076, 1.6582, -2.0197], [-1.0872, 0.8644, 1.5389], [3.0910, -2.2378, 0.5469], [2.0005, -0.3700, -0.4460], [5.2797, 0.2492, -0.1478], [0.1352, 0.8471, -0.9665], [5.2139, -2.0340, 0.8262], [-3.1559, -2.8688, -1.1258], [1.9613, -1.6043, 0.0806], [-1.8391, -0.0534, 0.8966], [4.3460, -0.2951, -0.0734], [-1.5541, -0.9280, -2.5348], [3.1916, 1.6536, -1.1218], [-1.3629, -0.2589, -0.3053], [4.3057, -1.5672, 0.4676], [-0.1889, 3.1472, 5.4052], [-0.3591, -0.5624, -5.0118], [-2.3776, 0.5016, 3.6004], [0.9902, -2.0811, 0.1184], [-2.0305, -1.6311, -3.6591]],
  "atomic_forces_ev_per_a": [[0.0070, 0.0010, 0.0058], [0.0042, 0.0051, 0.0109], [-0.0351, -0.0057, 0.1745], [-0.0068, 0.0066, 0.0239], [0.0069, -0.0040, 0.0021], [0.0037, 0.0055, -0.0072], [-0.0005, 0.0474, 0.0843], [0.0024, 0.0066, -0.0175], [-0.0112, -0.0065, 0.0066], [-0.0096, 0.0090, 0.0022], [-0.0210, -0.0484, -0.0584], [-0.0923, -0.1202, -0.2262], [0.0170, 0.0135, -0.0064], [-0.0318, -0.0704, -0.0211], [-0.0262, 0.0517, 0.0256], [-0.0863, -0.1105, 0.0781], [-0.0167, -0.0304, -0.0359], [0.0177, 0.0227, 0.0238], [-0.0429, -0.0444, 0.0010], [0.0093, 0.0187, 0.0462], [0.0016, -0.0022, 0.0155], [0.0033, -0.0017, -0.0158], [-0.2652, -0.1585, -0.2046], [0.0283, 0.0203, 0.0202], [-0.1098, 0.0533, 0.2621], [0.0369, 0.0403, -0.0074], [0.0088, 0.0281, -0.0689], [0.0763, -0.1267, 0.0055], [0.0119, -0.0079, 0.0011], [-0.0854, 0.0914, -0.0306], [-0.0376, -0.0156, 0.0017], [0.4456, 0.2477, 0.4143], [-0.0184, 0.0073, -0.0052], [0.0063, -0.0027, 0.0025], [0.0187, 0.0498, -0.0441], [0.1001, 0.2034, -0.2308], [0.0858, -0.0101, 0.0000], [0.1336, 0.1429, -0.1316], [-0.0480, 0.0155, 0.0244], [-0.0481, -0.2522, -0.0084], [0.0437, -0.0464, 0.0303], [-0.0081, -0.0130, -0.0003], [-0.0231, -0.0220, -0.0746], [0.0102, 0.0313, -0.0345], [-0.0211, 0.0213, 0.0054], [-0.0339, -0.0408, -0.0382]]
}



{
  "formula": "C20H19N5O",
  "method": "ωB97M-V/def2-TZVPD",
  "gap_ev": 9.319,
  "relative_energy_kj_mol": 1741.7,
  "elements": ["H", "C", "C", "C", "N", "N", "H", "H", "C", "C", "H", "C", "H", "C", "N", "H", "C", "C", "C", "O", "H", "C", "C", "H", "C", "H", "C", "C", "C", "C", "N", "H", "N", "H", "H", "C", "H", "H", "H", "H", "H", "C", "C", "H", "H"],
  "positions_angstrom": [[4.2090, 1.5791, 0.8108], [-2.5729, 0.5876, -1.8574], [6.1877, 1.7847, -0.7192], [3.7963, -0.6040, 0.8989], [-0.1480, -0.9298, -0.6476], [1.5342, -0.2081, 0.8637], [7.1831, 2.0478, -0.2837], [6.5886, 1.8031, -1.8086], [-5.2844, -1.6766, 0.0368], [6.0350, -0.4997, -1.2795], [5.5829, 2.6395, -0.7497], [-7.1142, -1.0214, 1.4277], [-2.1881, -0.1623, -2.3717], [-0.6777, 0.6318, -0.4938], [-0.5574, 2.7655, 0.1920], [2.9599, 0.2121, 2.5450], [4.5411, 0.3133, 0.4005], [0.8952, -0.9387, 0.2065], [-5.8295, -0.6193, 0.5165], [1.8962, 1.7115, 1.9743], [1.2563, -2.0154, 0.3659], [4.3610, -1.7705, 0.2389], [5.6775, 0.5506, -0.4978], [-8.1373, -0.8531, 0.8798], [-3.7772, 0.0077, -1.1892], [5.7624, -2.9180, -1.1585], [5.3672, -1.8163, -0.5297], [-5.4987, 0.8271, 0.3595], [0.0014, 1.4546, 0.4927], [-4.5257, 1.0997, -0.4086], [-1.6594, 1.3750, -0.9603], [2.5571, -1.6743, 1.9013], [-1.6461, 2.4953, -0.4375], [-7.2316, -0.5884, 2.3515], [3.8649, -2.8893, 0.4476], [2.6880, -0.6868, 1.5902], [-5.4482, -2.5796, -0.1555], [-6.3959, 1.5526, 1.1309], [-3.0159, 1.5529, -2.4505], [-7.2970, -2.0385, 1.4053], [-4.2479, 2.1017, -0.3105], [-4.1656, -1.2460, -0.8455], [1.1321, 1.1441, 1.3131], [-3.5550, -1.8785, -1.4837], [6.8964, -0.6228, -1.7110]],
  "atomic_forces_ev_per_a": [[0.7814, -3.6996, -0.9411], [-5.0961, 7.0724, 0.7984], [5.2453, 4.9478, -3.6990], [7.2802, -4.1563, -6.4373], [-0.9081, 5.3538, 1.6809], [5.4522, 8.7732, 8.5713], [-0.9492, -0.2605, 0.6864], [-0.7147, -0.1218, 1.2871], [6.8819, 6.8349, -4.0248], [-6.0293, -3.7762, 7.6235], [-1.2155, 1.0797, 0.7370], [-1.1077, 1.7275, -4.7450], [3.1600, -2.5466, -2.5732], [5.5760, -4.3682, 4.0693], [-0.5720, -2.8560, 3.1926], [-1.6223, -3.1272, -2.3673], [1.0351, 11.5780, 1.0569], [-7.3093, -11.6035, -8.2734], [-6.3093, 2.4967, 4.8143], [1.1928, 3.0788, 2.8355], [-0.5283, 1.0410, -0.9705], [-5.1161, -5.0753, 3.8505], [-3.5732, -5.7047, 0.3037], [1.7444, 0.9207, 0.5206], [-2.2837, 3.6330, 4.6607], [-1.4431, 3.3843, 2.4273], [6.8140, -1.0472, -9.0756], [-7.0007, -3.0657, 5.4171], [-2.2563, 2.3854, -3.7276], [3.5396, -0.3749, -2.8937], [0.7515, -8.6395, -1.7801], [-0.7083, -1.3824, 1.0305], [-0.6882, 7.2748, -0.7895], [0.1832, 0.9575, 2.2269], [1.1254, 2.9639, -0.1697], [-3.9497, 3.8444, 6.8870], [-2.3182, -7.5438, -0.0113], [3.5426, -1.9121, -2.8075], [1.0622, -2.7938, 0.3227], [0.7802, -2.4863, 0.7546], [1.0580, 1.6242, -1.0375], [1.3279, -0.3231, -1.9592], [-0.9846, -2.2804, -4.8009], [-0.2596, -1.3473, 0.5599], [4.4097, -0.4796, -3.2308]]
}



{
  "formula": "C20H19N5O3S",
  "method": "ωB97M-V/def2-TZVPD",
  "gap_ev": 8.789,
  "relative_energy_kj_mol": 142.6,
  "smiles": "C[C@@H]1Cc2ccccc2N1C(=O)CSc1nnnn1-c1ccc2c(c1)OCCO2",
  "elements": ["C", "H", "H", "C", "C", "C", "H", "H", "N", "N", "H", "S", "H", "C", "H", "N", "H", "O", "H", "H", "H", "O", "C", "H", "C", "H", "O", "N", "C", "C", "C", "N", "H", "C", "H", "C", "H", "C", "C", "C", "C", "H", "H", "H", "C", "C", "C", "C"],
  "positions_angstrom": [[-3.5192, -0.1896, 1.1353], [-0.2034, -1.2697, -2.8005], [-2.3365, -2.6098, 0.6890], [0.4450, 2.3347, -0.9175], [2.2989, -0.9667, -0.5318], [1.8022, -1.8081, 0.4427], [1.9376, 1.7431, 3.0024], [1.3199, 0.4260, 1.9915], [2.2681, 0.8738, -4.6361], [2.0197, 0.0913, -2.6991], [1.8876, 3.7631, -0.0250], [3.1435, 2.0834, -1.1333], [0.6832, 3.3958, 1.6290], [-2.8091, 0.5051, 2.1066], [-2.7300, -4.0654, -0.2783], [2.8020, 1.7689, -3.8263], [-0.4579, 1.5765, 3.4724], [0.1559, -3.2989, 1.2597], [2.4361, 1.6129, 1.3167], [-1.2955, 2.9915, 2.8301], [1.6688, 3.8462, -1.8017], [-0.0204, 1.9710, -1.9820], [0.5856, -2.4563, 0.2717], [3.2538, -0.4863, -0.3948], [-3.1041, -0.1649, -0.1855], [-1.2830, -4.6226, 1.7421], [-1.3618, -2.8458, -1.1106], [1.7990, -0.1149, -3.9960], [-0.1515, -2.2511, -0.9028], [-0.7811, 2.0672, 2.5549], [-1.9662, 0.5292, -0.5717], [-0.0838, 1.9737, 0.2760], [-0.4399, -4.9642, 0.2007], [0.4067, 2.3375, 1.6121], [2.3566, -1.9932, 1.3487], [0.3534, -1.4189, -1.8904], [-3.6690, -0.6972, -0.9357], [1.6961, 3.1935, -0.9288], [-1.6831, 1.2027, 1.7303], [2.6519, 1.2977, -2.6128], [-0.8656, -4.1776, 0.8382], [-3.1356, 0.5053, 3.1358], [-4.4062, -0.7402, 1.4123], [-1.6588, 0.5517, -1.6017], [1.5653, -0.7729, -1.6966], [-1.9263, -3.4077, 0.0552], [1.6054, 1.4755, 2.0025], [-1.2541, 1.2050, 0.4030]],
  "atomic_forces_ev_per_a": [[-0.1463, -0.0346, 0.0419], [-0.1078, 0.0517, -0.0830], [0.0290, -0.1169, -0.0968], [0.1557, 0.3299, -0.1007], [0.0068, -0.0649, -0.1777], [-0.2724, -0.1309, -0.0696], [0.0278, 0.0108, 0.1482], [-0.0261, -0.0992, 0.0048], [-0.1672, 0.0587, -1.1144], [0.9431, 1.4027, -0.4908], [0.0064, 0.0281, 0.0410], [0.0263, 0.3734, -0.1606], [-0.0697, -0.1261, -0.0049], [0.0614, -0.0132, -0.0824], [0.0498, 0.0319, 0.0767], [0.5196, 0.6680, 0.7128], [0.0656, 0.0415, 0.0149], [0.2294, 0.3118, 0.0384], [0.0492, -0.0713, -0.0091], [0.0360, 0.0020, 0.0278], [-0.1195, -0.0201, 0.1618], [-0.0869, 0.0781, -0.1348], [0.0158, -0.0055, -0.1122], [0.0201, -0.0357, 0.0022], [-0.0403, 0.0247, 0.0972], [-0.0114, 0.0068, -0.1117], [0.2331, 0.1379, -0.3184], [-0.6084, -1.2942, 0.1353], [0.2105, 0.0068, 0.1207], [-0.0976, 0.1807, -0.0530], [-0.0476, -0.0180, -0.2480], [-0.2303, 0.0732, 0.0369], [-0.0287, 0.0483, 0.0965], [0.5494, 0.0736, 0.4356], [0.0737, -0.0456, 0.1176], [0.0732, -0.0494, 0.2011], [-0.0476, -0.0580, -0.0775], [0.1743, -0.2958, -0.2593], [0.1275, -0.0362, -0.1756], [-0.0996, -0.4028, 0.2922], [-0.4553, -0.1211, -0.3532], [-0.0390, -0.0034, 0.1136], [-0.0880, -0.0448, 0.0134], [0.0266, 0.0036, -0.0055], [-0.4446, -0.6578, 0.5194], [0.0413, -0.2370, 0.5926], [-0.1134, 0.2633, -0.0003], [-0.4037, -0.2252, 0.1971]]
}



Number 1: electronic energy -98937.8020 eV. Number 2: electronic energy -24022.7951 eV. Number 3: electronic energy -33668.3839 eV. Number 4: electronic energy -30529.3936 eV. Number 5: electronic energy -45475.7673 eV.